Arrangement 1

Below is a 2-piece molecular cluster, CH6SSi overall, with properties calculated with ωB97M-V/def2-TZVPD.

Values from the calculation:
Kohn-Sham gap = 8.833 eV
SMILES = C=[SiH2].S

Atoms and positions in Å:
H  2.703  0.284  -0.525
C  -1.557  -0.787  -0.568
H  -1.999  0.714  1.559
H  -0.529  1.863  0.200
S  3.773  -0.361  -0.060
Si  -1.290  0.694  0.368
H  4.361  -1.019  -1.097
H  -2.166  -1.579  -0.308
H  -0.988  -0.740  -1.570

=====

Arrangement 2

Below is a 2-piece molecular cluster, CH6SSi overall, with properties calculated with ωB97M-V/def2-TZVPD.

Values from the calculation:
Kohn-Sham gap = 7.183 eV

Atoms and positions in Å:
S  2.878  -0.146  0.000
H  3.001  1.203  -0.034
Si  -0.193  0.724  0.069
H  -0.303  -1.751  0.252
H  -0.546  1.401  -1.349
H  -1.418  -1.109  -0.855
H  -0.533  1.647  1.126
C  -1.071  -1.044  0.067
H  -1.814  -0.925  0.722

=====

What should be chosen as the least stable of them? Choose arrangement 1.

=====

Arrangement 1

Below is C3H3FN2 in the gas phase, with properties calculated with ωB97M-V/def2-TZVPD.

Values from the calculation:
Kohn-Sham gap = 9.595 eV
SMILES = Fc1c[nH]cn1

Atoms and positions in Å:
C  0.695  0.028  0.001
F  2.018  0.033  0.010
H  -2.303  1.065  -0.079
H  -0.088  2.158  0.128
N  0.027  -1.187  -0.020
H  -2.134  -1.309  0.251
C  -0.160  1.132  -0.022
C  -1.222  -0.757  -0.024
N  -1.387  0.526  0.002

=====

Arrangement 2

Below is a 2-piece molecular cluster, C3H3FN2 overall, with properties calculated with ωB97M-V/def2-TZVPD.

Values from the calculation:
Kohn-Sham gap = 10.110 eV
SMILES = C=C=NC#N.F

Atoms and positions in Å:
C  -2.736  0.918  0.058
F  -1.960  -2.415  -0.215
H  1.290  0.498  0.987
N  -3.724  1.476  0.115
H  -2.312  -1.654  0.221
C  -0.467  0.430  0.023
N  -1.689  0.170  -0.113
C  0.776  0.680  0.058
H  1.224  1.109  -0.902

=====

What should be chosen as the least stable of them? Choose arrangement 2.

=====

Arrangement 1

Below is a 2-piece molecular cluster, CH2F3NS overall, with properties calculated with ωB97M-V/def2-TZVPD.

Values from the calculation:
Kohn-Sham gap = 7.379 eV

Atoms and positions in Å:
H  1.061  -0.322  1.265
C  0.439  0.099  0.518
H  -0.421  0.709  1.016
F  0.044  1.577  -1.199
S  -0.400  -0.998  -0.544
N  0.676  0.360  -0.839
F  0.716  -2.147  -1.231
F  -2.115  0.722  1.014

=====

Arrangement 2

Below is CH2F3NS in the gas phase, with properties calculated with ωB97M-V/def2-TZVPD.

Values from the calculation:
Kohn-Sham gap = 10.306 eV
SMILES = C=S(F)(F)=NF

Atoms and positions in Å:
F  2.360  -1.010  1.225
N  2.537  1.144  -0.330
S  1.706  -0.164  -0.090
F  2.174  -1.410  -0.966
C  0.063  0.015  -0.182
F  3.877  0.910  -0.122
H  -0.377  -0.893  -0.690
H  -0.580  0.295  0.714

=====

What should be chosen as the least stable of them? Choose arrangement 1.

=====

Arrangement 1

Below is a 2-piece molecular cluster, C2H8NO overall, with properties calculated with ωB97M-V/def2-TZVPD.

Values from the calculation:
Net charge = +1
Kohn-Sham gap = 11.418 eV

Atoms and positions in Å:
H  -1.340  -1.672  -0.737
C  -1.348  -0.777  -0.121
H  0.132  0.615  1.871
H  0.142  1.945  0.738
N  -0.451  0.105  -0.031
H  2.086  -1.459  -1.214
H  2.536  -0.203  -1.724
H  -1.484  1.327  1.334
H  -2.318  -0.648  0.360
O  2.122  -0.542  -0.931
C  -0.451  1.107  1.097
H  0.375  0.201  -0.643

=====

Arrangement 2

Below is a 2-piece molecular cluster, C2H8NO overall, with properties calculated with ωB97M-V/def2-TZVPD.

Values from the calculation:
Net charge = +1
Kohn-Sham gap = 9.133 eV

Atoms and positions in Å:
H  -0.900  -0.682  -0.388
C  -0.028  -0.296  -0.917
N  0.918  0.262  -0.266
O  -3.219  -1.229  1.929
H  0.030  -0.114  -1.998
H  -3.553  -1.787  2.626
H  1.965  1.298  -1.802
H  -3.590  -0.342  2.057
H  2.924  0.028  -0.955
H  0.785  0.443  0.735
H  2.494  1.602  -0.170
C  2.173  0.818  -0.852

=====

Arrangement 3

Below is a 2-piece molecular cluster, C2H8NO overall, with properties calculated with ωB97M-V/def2-TZVPD.

Values from the calculation:
Net charge = +1
Kohn-Sham gap = 11.452 eV

Atoms and positions in Å:
H  1.150  -1.488  -2.363
H  0.978  0.044  -2.926
N  0.549  -0.667  -2.342
H  0.264  -0.385  -1.271
H  -1.588  -0.174  2.380
O  0.344  0.340  -0.043
H  -0.382  -0.932  -2.670
C  -0.944  0.609  1.983
H  0.318  -1.097  1.374
C  0.018  -0.055  1.065
H  -0.513  1.064  2.875
H  -1.466  1.379  1.404

=====

What should be chosen as the least stable of them? Choose arrangement 2.

=====

Arrangement 1

Below is C4H3N in the gas phase, with properties calculated with ωB97M-V/def2-TZVPD.

Values from the calculation:
Kohn-Sham gap (spin up / spin down) = 7.169 / 7.169 eV

Atoms and positions in Å:
C  1.357  1.078  0.669
C  -0.819  0.317  -0.596
H  -1.492  0.436  -1.379
H  -1.552  -1.509  -0.030
N  -0.726  -0.941  0.016
C  0.435  0.832  -0.098
H  2.378  0.896  0.807
C  0.418  -1.109  0.611

=====

Arrangement 2

Below is C4H3N in the gas phase, with properties calculated with ωB97M-V/def2-TZVPD.

Values from the calculation:
Kohn-Sham gap = 11.464 eV
SMILES = C#CCC#N

Atoms and positions in Å:
C  0.184  0.700  -0.319
C  -1.575  -0.926  0.799
H  -0.163  1.683  -0.662
C  -0.895  -0.179  0.147
H  0.796  0.850  0.579
C  1.014  0.057  -1.347
N  1.655  -0.501  -2.136
H  -2.076  -1.594  1.463

=====

What should be chosen as the least stable of them? Choose arrangement 1.

=====

Arrangement 1

Below is C4H3N in the gas phase, with properties calculated with ωB97M-V/def2-TZVPD.

Values from the calculation:
Kohn-Sham gap (spin up / spin down) = 7.213 / 7.215 eV
SMILES = C#CN=C=C

Atoms and positions in Å:
C  -0.013  -1.047  -0.092
H  -0.367  -2.322  1.763
H  -1.362  1.267  -0.263
C  0.164  0.806  -1.726
N  0.264  -0.476  -1.305
C  -0.198  -1.730  0.890
C  -0.295  1.257  -0.501
H  0.396  1.590  0.278

=====

Arrangement 2

Below is C4H3N as an isolated structure, with properties calculated with ωB97M-V/def2-TZVPD.

Values from the calculation:
Kohn-Sham gap = 9.611 eV

Atoms and positions in Å:
N  -3.353  -0.104  0.122
H  -0.375  1.495  0.509
C  -0.233  -1.089  -0.061
H  0.236  -1.538  -0.872
H  -0.210  -1.760  0.784
C  -4.504  0.111  -0.181
C  -0.481  0.497  0.124
C  -1.431  -0.320  -0.124

=====

What should be chosen as the least stable of them? Choose arrangement 1.